Below is a single C14H14N2O2S molecule, with properties calculated with wB97M-V/def2-TZVPD.

calculated total energy: -1200.065811 hartree
SMILES: CC(=O)c1cccc(NC(=S)NCc2ccco2)c1
E_LUMO: -0.05 eV
spin multiplicity: 1
frontier orbital gap: 8.2 eV
relative energy (zero: lowest compared OMol25 entry of this formula, charge and spin): 34.7 kcal per mole

Last columns: bonded neighbours and bond lengths (Å).
Cartesian coordinates (Å):
1 C -4.52 -2.39 0.70  C2 1.506, H31 1.087, H32 1.088, H33 1.087
2 C -3.15 -1.77 0.76  C1 1.506, O3 1.211, C4 1.488
3 O -2.25 -2.27 1.40  C2 1.211
4 C -2.94 -0.52 -0.02  C2 1.488, C5 1.393, C9 1.392
5 C -1.81 0.22 0.29  C4 1.393, C6 1.391, H30 1.079
6 C -1.50 1.39 -0.41  C5 1.391, C7 1.398, N13 1.389
7 C -2.39 1.83 -1.39  C6 1.398, C8 1.381, H12 1.080
8 C -3.53 1.09 -1.69  C7 1.381, C9 1.385, H11 1.080
9 C -3.80 -0.09 -1.02  C4 1.392, C8 1.385, H10 1.078
10 H -4.68 -0.66 -1.28  C9 1.078
11 H -4.20 1.45 -2.46  C8 1.080
12 H -2.19 2.75 -1.92  C7 1.080
13 N -0.38 2.17 -0.14  C6 1.389, C14 1.368, H29 1.012
14 C 0.84 1.84 0.38  N13 1.368, N15 1.342, S28 1.653
15 N 1.16 0.54 0.53  C14 1.342, H16 1.010, C17 1.450
16 H 0.55 -0.16 0.14  N15 1.010
17 C 2.43 0.08 1.04  N15 1.450, C18 1.491, H26 1.093, H27 1.097
18 C 2.95 -1.03 0.19  C17 1.491, C19 1.366, O22 1.349
19 C 2.53 -2.32 0.05  C18 1.366, C20 1.416, H25 1.071
20 C 3.38 -2.91 -0.92  C19 1.416, C21 1.360, H24 1.070
21 C 4.25 -1.94 -1.30  C20 1.360, O22 1.341, H23 1.072
22 O 4.00 -0.80 -0.63  C18 1.349, C21 1.341
23 H 5.06 -1.93 -2.00  C21 1.072
24 H 3.34 -3.92 -1.28  C20 1.070
25 H 1.72 -2.80 0.57  C19 1.071
26 H 3.13 0.92 1.02  C17 1.093
27 H 2.31 -0.26 2.07  C17 1.097
28 S 1.86 3.08 0.77  C14 1.653
29 H -0.45 3.14 -0.40  N13 1.012
30 H -1.20 -0.11 1.12  C5 1.079
31 H -5.28 -1.65 0.92  C1 1.087
32 H -4.70 -2.80 -0.29  C1 1.088
33 H -4.58 -3.20 1.43  C1 1.087

Atom charges from the Löwdin analysis, given in e for atoms 1 to 4: -0.01, -0.40, 0.09, -0.15